(1)
This record from the Open Molecules 2025 dataset describes 15 unconnected molecules or ions with the total composition C24H84N6O15. The level of theory is ωB97M-V/def2-TZVPD.

```
129
Properties=species:S:1:pos:R:3:forces:R:3
C -5.751 0.934 -0.621 -0.4 -0.8 1.6
C -4.300 0.774 -0.129 -1.8 0.5 -0.7
C -3.948 -0.677 0.076 0.1 -0.2 -0.3
O -2.653 -0.762 0.713 -0.7 0.4 -1.9
C -2.465 -1.970 1.343 0.2 -1.4 1.0
N -3.532 1.533 -1.131 0.9 -0.9 1.5
H -5.924 0.400 -1.556 0.0 0.3 -0.2
H -6.092 1.967 -0.625 0.5 0.1 -0.5
H -6.410 0.485 0.128 -0.2 -0.3 -0.1
H -4.257 1.133 0.902 0.4 1.0 -0.3
H -4.050 -1.182 -0.891 0.9 -0.3 -0.2
H -4.706 -1.200 0.665 0.0 0.3 0.6
H -2.913 -1.874 2.336 0.2 -0.5 0.3
H -1.425 -2.295 1.401 0.3 0.9 0.3
H -2.860 -2.875 0.869 -0.8 0.3 -0.5
H -3.666 1.083 -2.029 -0.1 -0.1 -0.1
H -2.572 1.332 -0.868 0.4 0.5 -0.4
C 2.394 -0.023 -4.072 0.2 0.0 0.0
C 2.416 -0.375 -5.543 0.9 -1.8 0.0
C 1.493 -1.639 -5.823 -0.7 1.8 1.2
O 1.742 -2.377 -6.980 0.8 1.0 -0.2
C 0.629 -2.695 -7.768 0.1 -1.3 -0.1
N 2.167 0.819 -6.367 0.4 -0.6 -0.4
H 3.269 -0.473 -3.603 -0.3 -0.4 0.3
H 1.460 -0.348 -3.614 0.1 0.4 0.4
H 2.593 1.043 -3.959 -0.5 0.1 0.2
H 3.448 -0.701 -5.693 0.0 -0.2 -0.5
H 0.488 -1.217 -5.703 -0.4 0.2 -1.1
H 1.407 -2.285 -4.944 1.1 -0.3 0.2
H 0.976 -3.353 -8.566 0.3 0.2 -0.1
H 0.126 -1.856 -8.251 -0.2 0.2 0.5
H -0.001 -3.358 -7.169 -0.7 0.4 -0.1
H 2.859 1.506 -6.080 -0.1 0.2 0.5
H 2.597 0.599 -7.261 -0.8 -0.1 -0.6
C 0.057 -7.307 2.923 0.9 -0.1 -1.3
C 0.073 -5.781 3.211 -0.7 -1.8 0.6
C 0.078 -4.807 2.036 0.7 -0.1 0.0
O 1.359 -4.756 1.328 -1.4 -1.1 0.2
C 2.186 -3.725 1.802 -1.1 0.4 0.4
N -1.121 -5.557 4.012 -1.7 1.6 0.5
H 0.472 -7.542 1.940 0.4 0.0 0.0
H -0.942 -7.741 2.878 -0.2 0.4 0.1
H 0.610 -7.888 3.661 0.1 0.2 0.1
H 0.925 -5.537 3.847 0.2 -0.1 -0.1
H -0.189 -3.836 2.461 0.4 0.3 0.0
H -0.760 -5.023 1.371 0.4 -0.3 -0.5
H 2.310 -3.812 2.884 0.3 0.1 0.1
H 1.601 -2.824 1.596 0.6 0.6 0.2
H 3.157 -3.699 1.311 -0.2 -0.3 -0.2
H -1.943 -5.363 3.448 0.3 0.7 -0.6
H -1.550 -6.333 4.500 1.2 -0.6 0.3
C -1.468 2.058 4.702 0.5 1.2 1.1
C -2.974 1.707 4.842 1.3 -1.7 1.0
C -3.298 1.490 6.363 -1.0 1.7 -0.3
O -4.707 1.735 6.638 0.9 -0.1 0.6
C -5.460 0.667 6.169 -0.2 -1.1 -1.2
N -3.842 2.698 4.243 0.3 0.6 0.4
H -1.239 2.773 5.502 -0.4 1.0 -0.4
H -1.189 2.487 3.740 -0.3 0.0 -0.1
H -0.627 1.426 4.999 -0.7 -1.4 -0.4
H -3.040 0.699 4.424 -0.7 0.1 -0.7
H -2.814 2.316 6.888 0.2 -0.2 0.3
H -3.006 0.526 6.779 0.1 -0.1 -0.2
H -6.540 0.719 6.306 0.1 0.7 0.4
H -5.151 -0.290 6.599 0.2 0.0 0.2
H -5.298 0.584 5.090 -0.2 -0.2 -0.2
H -4.469 3.038 4.965 -0.6 -0.6 0.1
H -3.320 3.567 4.123 0.3 -0.4 -0.7
C 1.006 -4.686 -2.673 0.0 1.2 0.3
C 2.515 -4.663 -2.932 -1.7 0.5 0.2
C 3.196 -3.502 -2.181 0.8 0.0 -0.6
O 4.568 -3.455 -2.628 -0.6 0.2 0.2
C 5.352 -2.530 -1.892 -0.7 -0.3 0.3
N 3.035 -5.962 -2.482 0.8 1.0 0.4
H 0.630 -5.545 -3.227 -0.5 -0.1 0.6
H 0.462 -3.783 -2.965 0.2 0.1 -0.9
H 0.795 -4.621 -1.604 0.1 -1.1 0.2
H 2.589 -4.559 -4.017 0.6 0.4 0.0
H 3.153 -3.569 -1.089 0.1 -0.9 0.2
H 2.735 -2.518 -2.305 -0.3 0.0 -0.8
H 6.179 -2.205 -2.519 0.0 0.0 0.2
H 5.688 -2.980 -0.954 0.4 -0.2 0.0
H 4.740 -1.685 -1.565 0.1 0.4 -0.3
H 3.893 -5.617 -2.065 0.5 -1.1 0.2
H 3.316 -6.538 -3.264 0.0 0.0 -0.1
C 0.310 2.398 -1.568 0.2 -1.8 0.4
C 0.433 2.301 -0.031 -1.3 1.2 0.0
C 1.847 2.039 0.471 0.1 1.0 0.6
O 2.541 0.925 -0.087 0.1 1.3 -1.3
C 2.260 -0.319 0.490 -0.4 0.3 1.0
N -0.159 3.599 0.450 1.8 -0.7 0.5
H 0.296 3.379 -2.041 0.4 0.2 0.6
H -0.616 1.946 -1.923 0.0 -0.1 0.1
H 1.137 1.773 -1.914 -0.1 0.2 -0.7
H -0.161 1.534 0.470 -0.5 -0.2 -0.8
H 1.861 1.989 1.564 -0.4 -0.5 0.2
H 2.375 2.989 0.355 0.8 -0.3 -0.8
H 2.897 -0.350 1.377 -0.2 -0.7 0.3
H 2.458 -1.172 -0.159 0.3 0.4 -0.3
H 1.201 -0.370 0.752 0.0 -0.2 0.3
H 0.384 4.343 0.028 0.0 0.1 -0.2
H -0.019 3.720 1.449 0.1 -0.2 0.3
O -1.577 4.269 -4.311 -0.2 0.1 0.1
H -2.296 4.228 -4.945 -0.1 0.1 0.0
H -0.917 3.644 -4.646 -0.1 0.0 0.0
O 3.725 3.445 3.060 -0.2 0.0 0.2
H 3.842 2.580 3.463 0.0 -0.1 0.1
H 3.393 3.998 3.769 0.1 0.1 0.1
O -2.295 4.986 3.618 0.3 0.5 0.1
H -2.454 5.657 2.948 -0.3 -0.1 -0.2
H -1.333 4.881 3.638 -0.2 -0.1 0.2
O 1.259 6.312 0.128 0.4 -0.2 0.7
H 2.218 6.368 0.096 0.1 0.0 -0.2
H 1.048 6.293 1.064 -0.1 0.0 0.1
O 0.481 2.756 -5.009 0.4 -0.1 0.2
H 0.941 1.972 -5.338 -0.2 -0.2 -0.5
H 1.142 3.226 -4.494 0.0 0.2 0.1
O 0.425 5.101 3.599 0.4 0.1 -0.3
H 1.203 4.939 4.137 0.0 -0.1 0.2
H 0.507 6.020 3.329 -0.1 0.2 0.1
O 0.206 7.155 -2.098 -0.1 0.0 -0.3
H 0.430 6.737 -1.254 -0.2 0.3 -0.4
H 0.359 8.091 -1.954 0.0 0.1 0.0
O -2.742 4.099 0.409 -0.5 0.6 0.3
H -1.768 4.066 0.474 -0.3 -0.4 -0.4
H -3.045 3.426 1.023 -0.2 0.0 0.1
O 4.984 2.236 0.879 0.3 -0.2 0.1
H 4.730 2.799 1.617 0.0 0.1 -0.2
H 4.218 1.673 0.712 0.0 0.0 -0.3
```
Forces are in eV/Å.

Kohn-Sham gap	7.831	eV
total charge	0
highest occupied orbital energy	-8.765	eV
2S+1	1
strongest force on any atom	2.4	eV Å⁻¹

These are the Löwdin partial charges, in e, on atoms 1 to 4: -0.069 -0.438 -0.204 -0.171

(2)
This record from the Open Molecules 2025 dataset describes 25 unconnected molecules or ions with the total composition C25H100N50O25. The level of theory is ωB97M-V/def2-TZVPD.

```
200
Properties=species:S:1:pos:R:3:forces:R:3
C 13.546 13.574 14.388 -0.5 -0.9 -0.5
O 12.524 13.800 13.695 0.4 0.0 1.6
N 14.760 13.760 13.787 0.9 -1.0 3.0
N 13.540 13.023 15.705 -0.7 1.1 -3.4
H 15.630 13.424 14.250 -0.9 0.4 -0.6
H 14.819 14.000 12.836 -0.3 0.4 -1.4
H 14.433 13.091 16.104 1.2 0.0 1.1
H 12.732 13.300 16.268 0.1 0.0 0.2
C 13.497 20.735 13.050 -0.1 1.0 -2.7
O 13.947 20.029 13.945 -0.5 0.3 0.8
N 12.132 20.844 12.780 -0.1 -1.5 1.8
N 14.315 21.437 12.183 0.2 -0.5 0.5
H 11.713 20.891 11.855 0.7 0.3 0.2
H 11.655 20.178 13.413 -0.1 0.5 -0.7
H 14.061 21.442 11.166 0.2 0.1 0.9
H 15.309 21.232 12.408 -0.7 0.1 -0.5
C 17.962 14.789 14.151 2.4 -2.6 0.7
O 17.631 13.648 14.595 -0.1 1.8 -0.6
N 17.149 15.664 13.559 2.1 1.3 -0.1
N 19.359 15.098 14.179 -2.3 0.5 -0.2
H 16.149 15.620 13.618 -0.3 0.0 0.2
H 17.661 16.559 13.452 -1.3 -0.4 -0.3
H 19.963 14.342 14.431 0.0 -0.2 0.0
H 19.736 15.925 13.712 -0.4 -0.4 0.0
C 11.218 17.418 14.767 1.8 1.4 -0.8
O 10.488 18.376 14.433 0.0 -1.0 0.6
N 12.324 17.141 13.961 -0.8 -1.3 1.8
N 11.201 16.820 15.983 -1.4 -0.2 0.4
H 12.823 16.266 14.140 -0.2 0.5 -0.6
H 12.365 17.595 13.078 -0.1 0.0 -0.5
H 10.459 17.090 16.657 0.8 0.0 -0.7
H 11.679 15.958 16.221 0.1 0.1 -0.3
C 11.497 15.181 9.460 1.6 -0.6 -0.6
O 11.995 16.156 8.882 -0.4 0.6 -0.6
N 10.726 14.272 8.771 0.3 0.8 0.5
N 11.994 14.838 10.665 0.4 0.9 0.6
H 10.339 13.470 9.220 -0.3 -0.1 0.4
H 10.254 14.649 7.977 -0.2 0.0 -0.3
H 11.388 14.365 11.306 -0.1 -0.4 0.5
H 12.723 15.496 11.039 -1.1 -1.3 -0.5
C 10.308 13.090 16.771 1.7 1.0 0.3
O 11.323 13.762 17.056 -1.8 0.5 0.4
N 10.423 12.028 15.978 -2.2 -1.9 -0.7
N 9.032 13.312 17.250 0.3 -0.7 -0.2
H 11.027 11.854 15.192 0.6 0.8 0.3
H 9.479 11.702 15.814 0.4 -0.7 -0.6
H 9.064 13.844 18.106 -0.7 0.1 0.3
H 8.301 12.570 17.113 1.2 1.4 0.5
C 16.242 20.257 18.015 -0.2 1.2 0.6
O 15.212 20.701 18.528 -0.3 -0.1 -0.1
N 16.572 20.649 16.739 0.9 -0.7 0.8
N 17.093 19.521 18.756 2.2 -0.7 -0.4
H 17.234 20.113 16.197 -0.2 -0.1 0.0
H 15.795 21.056 16.287 -0.7 0.3 -0.8
H 17.116 19.628 19.764 -0.7 -0.2 -0.1
H 18.025 19.224 18.407 -1.1 0.3 -0.2
C 14.004 13.686 22.357 0.6 -1.2 2.0
O 14.714 14.139 23.263 0.1 0.6 -0.6
N 13.511 12.392 22.569 -0.2 1.3 -0.9
N 13.636 14.375 21.275 -0.5 -0.5 -0.9
H 13.224 11.948 21.722 -0.1 -0.6 -0.4
H 14.128 11.874 23.165 0.0 -0.2 0.1
H 13.355 13.923 20.392 0.2 -0.2 0.7
H 14.002 15.292 21.204 0.2 0.8 0.1
C 17.018 10.640 16.605 -1.0 -2.3 -1.2
O 16.504 9.921 17.511 1.2 1.9 -1.1
N 16.801 10.254 15.273 -0.6 -0.3 0.6
N 17.793 11.735 16.675 0.4 0.1 1.2
H 16.237 9.441 15.064 0.1 0.3 0.5
H 17.298 10.623 14.490 0.3 0.4 0.0
H 18.012 12.279 15.820 -0.2 -0.3 1.1
H 18.160 12.007 17.598 -0.4 0.1 -1.0
C 20.496 23.918 13.434 0.1 -0.1 1.7
O 20.563 23.759 12.242 -0.1 0.2 -1.9
N 19.368 24.296 14.094 0.6 0.0 1.7
N 21.581 23.756 14.266 0.4 -0.3 -0.5
H 19.456 24.253 15.127 -0.6 0.3 -1.3
H 18.494 24.180 13.625 -0.4 -0.2 0.0
H 21.384 23.253 15.153 0.9 0.5 -0.7
H 22.416 23.590 13.672 -0.8 -0.3 1.3
C 19.934 17.639 18.445 -0.1 -0.3 -2.4
O 19.962 18.796 17.965 0.3 -0.1 0.2
N 19.889 17.497 19.783 -0.1 -0.2 0.6
N 20.014 16.573 17.550 0.2 1.3 2.0
H 19.373 16.768 20.238 0.1 -0.5 -0.2
H 19.757 18.379 20.249 -0.1 0.1 0.1
H 19.899 16.908 16.609 -0.4 -0.4 -0.1
H 19.748 15.631 17.810 -0.3 0.1 -0.1
C 13.816 11.275 19.353 -0.4 3.0 0.5
O 13.066 12.272 19.520 0.3 -0.6 0.1
N 15.155 11.360 19.584 -1.7 1.1 0.7
N 13.250 10.122 18.998 0.2 -2.0 -0.6
H 15.603 10.674 19.053 2.0 -0.9 -0.9
H 15.538 12.323 19.678 -0.4 -1.2 -0.3
H 13.759 9.329 18.625 0.3 0.4 0.3
H 12.306 10.154 18.672 -0.3 0.4 0.1
C 19.962 18.567 14.165 -0.3 0.3 -1.4
O 19.639 18.041 13.075 -0.1 0.1 0.9
N 20.967 18.010 14.895 -0.8 1.8 1.3
N 19.395 19.779 14.533 1.7 -1.7 0.8
H 21.178 17.072 14.645 0.4 -0.4 0.2
H 21.108 18.380 15.849 0.1 -0.6 -0.8
H 19.290 20.005 15.518 0.1 0.1 -0.4
H 18.801 20.118 13.820 -1.1 0.6 -0.2
C 15.724 17.305 24.487 0.1 0.3 0.3
O 15.775 18.454 24.929 -0.3 0.3 0.1
N 16.452 17.022 23.351 -1.3 -1.8 1.0
N 15.018 16.299 25.146 1.8 0.0 -2.0
H 16.999 17.755 22.960 0.2 0.5 -0.5
H 16.250 16.171 22.836 0.2 0.3 0.2
H 14.267 16.562 25.728 -0.5 0.5 0.5
H 14.953 15.412 24.653 -0.2 0.2 0.2
C 10.722 19.572 17.959 0.9 2.9 0.8
O 10.267 18.487 18.150 -0.8 -2.1 0.8
N 10.901 20.103 16.721 -0.5 -1.5 0.5
N 11.120 20.426 19.088 -1.1 -1.1 -0.7
H 11.468 20.900 16.718 0.9 1.1 -0.6
H 10.887 19.421 15.937 -0.1 1.0 0.4
H 11.143 21.417 18.916 0.2 0.2 -0.4
H 10.496 20.287 19.890 0.4 -0.3 -0.5
C 15.616 15.078 10.216 -0.2 -0.4 4.4
O 14.855 15.276 11.197 0.4 0.7 -0.8
N 16.904 14.795 10.454 1.7 -0.3 -0.7
N 15.220 15.058 8.980 -3.5 1.2 -2.8
H 17.274 14.985 11.384 -0.2 -0.1 -0.5
H 17.529 14.695 9.645 -0.3 0.3 1.0
H 15.521 14.374 8.348 1.0 -0.8 -0.8
H 14.207 15.264 8.837 1.1 -0.1 0.3
C 17.079 14.446 18.455 1.6 -0.7 0.3
O 18.283 14.204 18.255 -0.3 0.1 0.1
N 16.653 14.507 19.767 -2.3 0.4 -1.3
N 16.211 14.424 17.383 -0.6 0.5 1.4
H 17.328 14.696 20.465 0.8 0.0 0.3
H 15.750 14.972 19.919 0.5 -0.2 -0.2
H 16.740 14.245 16.560 0.4 0.1 -0.8
H 15.533 15.176 17.298 0.0 -0.4 0.3
C 13.656 17.065 19.267 0.1 1.9 0.2
O 14.650 16.391 19.011 0.0 -1.0 -0.7
N 12.412 16.591 19.553 2.0 -0.6 -0.1
N 13.702 18.436 19.346 -2.5 -0.9 2.1
H 12.191 15.640 19.489 -0.1 -1.3 -0.1
H 11.675 17.195 19.718 -1.6 1.4 0.0
H 14.400 19.100 19.084 0.9 0.1 -0.1
H 13.078 18.712 20.132 0.7 0.6 -1.4
C 17.593 20.371 22.056 0.9 -0.7 -0.6
O 17.740 19.192 21.633 -0.1 2.0 0.4
N 18.296 21.479 21.518 -0.7 0.0 1.3
N 16.738 20.712 23.042 0.2 0.2 0.1
H 19.043 21.408 20.858 0.3 -0.8 -0.2
H 18.500 22.228 22.184 -0.3 -0.4 -0.4
H 16.240 20.003 23.605 0.5 0.2 -0.2
H 16.778 21.680 23.351 -0.4 -0.6 0.0
C 9.020 14.732 12.771 -1.7 1.9 -0.4
O 9.426 14.160 11.789 0.0 -0.4 -0.6
N 7.844 15.592 12.702 0.7 1.1 0.9
N 9.601 14.629 13.982 -0.1 0.4 0.4
H 7.732 16.304 13.467 0.4 -1.6 -0.3
H 7.907 16.254 11.930 0.1 -0.9 -0.6
H 9.388 15.384 14.619 0.2 -0.2 0.1
H 10.583 14.439 13.857 0.6 -0.5 0.5
C 16.284 17.852 15.531 -1.3 -0.5 -0.4
O 17.314 17.647 16.139 1.2 -0.1 0.2
N 15.084 17.294 15.963 -0.2 1.3 -1.6
N 16.218 18.501 14.312 0.8 -0.3 0.2
H 14.264 17.699 15.466 0.5 -0.6 1.0
H 15.055 17.074 16.943 -0.3 0.3 0.3
H 15.529 19.224 14.150 -0.6 -0.1 0.0
H 17.123 18.748 13.931 -0.1 0.1 0.2
C 9.656 14.115 21.277 -0.9 0.5 1.3
O 8.727 14.492 20.558 0.9 -0.3 0.0
N 9.658 14.443 22.664 0.9 -0.7 -2.3
N 10.708 13.372 20.826 -0.6 0.6 1.2
H 9.034 15.197 22.891 -0.1 -0.4 0.5
H 10.023 13.737 23.289 -0.3 0.7 0.2
H 10.508 12.991 19.906 1.2 -0.2 0.4
H 11.532 13.256 21.454 -1.2 -0.2 -1.5
C 13.506 19.586 9.515 -0.8 -1.4 -2.6
O 13.706 20.775 9.478 0.1 2.2 0.2
N 13.782 18.814 10.544 0.2 -1.2 3.8
N 13.062 18.916 8.370 0.7 0.6 1.6
H 13.775 19.084 11.544 0.3 0.5 -1.5
H 13.735 17.830 10.491 -0.2 -1.1 -0.7
H 12.520 18.057 8.418 0.3 0.1 -0.3
H 13.178 19.522 7.587 -0.6 -0.2 -0.7
C 17.787 21.833 12.056 -0.8 0.5 0.1
O 17.103 21.000 12.657 0.3 0.0 0.3
N 17.428 23.177 12.034 -0.2 -1.2 0.6
N 18.912 21.541 11.400 -1.1 1.2 -0.2
H 16.500 23.320 12.380 -0.4 0.3 -0.2
H 17.814 23.802 11.360 0.1 0.3 -0.3
H 19.300 20.665 11.621 0.9 -1.0 -0.1
H 19.412 22.387 11.212 1.4 -0.3 -0.1
C 20.729 21.996 17.993 -0.5 -0.4 1.6
O 21.429 22.541 17.176 0.0 0.6 -0.9
N 19.359 21.885 17.937 0.0 0.5 -0.7
N 21.235 21.463 19.196 0.0 -0.7 -0.2
H 18.883 22.482 17.263 0.1 -0.6 0.4
H 18.792 21.404 18.636 0.4 0.4 -0.5
H 22.252 21.372 19.248 -0.5 0.3 -0.4
H 20.831 20.534 19.286 0.0 -0.1 0.3
```
Forces are in eV/Å.

Kohn-Sham gap	9.869	eV
total charge	0
highest occupied orbital energy	-9.505	eV
2S+1	1
strongest force on any atom	4.6	eV Å⁻¹

These are the Löwdin partial charges, in e, on atoms 1 to 4: -0.572 -0.042 0.172 0.180